(1)
A molecular structure, C34H51N4OP2Ti at a distorted geometry, computed with ωB97M-V/def2-TZVPD.

The geometry in XYZ format:
```
93
Properties=species:S:1:pos:R:3:mulliken_charge:R:1
C 0.823 -0.779 -2.392 -0.201
C -1.049 -1.713 -1.351 0.058
C 0.863 -1.806 -3.328 -0.728
C -1.173 -2.663 -2.394 -0.919
C -0.209 -2.705 -3.384 -1.014
H 1.709 -1.856 -4.013 0.608
H -2.004 -3.367 -2.351 0.630
H -0.264 -3.439 -4.189 0.503
N -0.234 -0.638 -1.569 1.482
P 1.290 1.754 -1.470 1.465
P -1.725 -1.211 1.538 1.347
C 1.970 0.190 -2.187 -1.295
H 2.707 -0.231 -1.481 0.429
H 2.502 0.357 -3.132 0.687
C -0.664 1.404 1.963 0.272
O -0.655 1.822 3.062 -0.314
C -1.765 -1.787 -0.118 -0.986
H -2.773 -2.206 -0.279 0.547
C -1.317 -2.923 2.382 1.858
C -3.511 -0.697 2.094 2.035
C 2.747 2.612 -0.640 1.574
C 0.771 2.613 -3.079 2.029
C -0.384 -2.532 3.534 -1.570
H -0.862 -1.833 4.234 0.328
H -0.104 -3.437 4.094 0.538
H 0.534 -2.069 3.158 0.292
C -2.514 -3.732 2.900 -1.839
H -3.138 -3.209 3.630 0.388
H -3.145 -4.097 2.079 0.472
H -2.114 -4.625 3.409 0.494
C -0.613 -3.846 1.384 -1.235
H -0.190 -4.703 1.927 0.595
H -1.298 -4.222 0.616 0.375
H 0.214 -3.341 0.877 -0.452
C -3.473 -0.569 3.628 -1.505
H -2.730 0.179 3.936 0.302
H -4.459 -0.226 3.972 0.520
H -3.247 -1.504 4.149 0.257
C -3.854 0.684 1.531 -1.656
H -3.115 1.441 1.813 0.227
H -3.956 0.678 0.440 0.264
H -4.825 0.991 1.950 0.734
C -4.597 -1.658 1.607 -1.846
H -4.484 -2.682 1.969 0.275
H -5.563 -1.290 1.986 0.544
H -4.660 -1.676 0.513 0.409
C 0.460 4.080 -2.755 -1.566
H -0.031 4.532 -3.629 0.548
H -0.229 4.167 -1.904 0.158
H 1.362 4.671 -2.545 0.322
C -0.508 1.932 -3.593 -1.178
H -0.339 0.888 -3.884 0.307
H -1.317 1.958 -2.855 -0.098
H -0.856 2.479 -4.484 0.627
C 1.808 2.517 -4.214 -1.792
H 1.445 3.140 -5.046 0.510
H 2.799 2.886 -3.937 0.279
H 1.907 1.494 -4.599 0.434
C 3.487 1.620 0.274 -1.842
H 3.990 0.826 -0.292 0.357
H 4.263 2.174 0.825 0.617
H 2.818 1.154 1.004 0.156
C 2.170 3.749 0.222 -1.397
H 1.525 3.362 1.023 0.145
H 3.006 4.286 0.692 0.545
H 1.592 4.472 -0.367 0.284
C 3.750 3.164 -1.662 -1.925
H 4.156 2.372 -2.306 0.366
H 3.336 3.968 -2.281 0.368
H 4.598 3.593 -1.106 0.527
Ti -0.530 0.686 0.102 -2.004
N 1.012 -0.345 0.861 0.745
C 1.232 -1.530 0.943 -0.524
C 2.415 -2.302 1.288 0.450
C 3.303 -1.757 2.235 -0.136
C 2.744 -3.519 0.658 0.038
C 4.459 -2.450 2.602 -0.971
H 3.084 -0.786 2.688 0.398
C 3.878 -4.232 1.059 -1.039
H 2.100 -3.900 -0.135 0.513
C 4.736 -3.700 2.031 -0.465
H 5.142 -2.021 3.342 0.451
H 4.092 -5.208 0.615 0.465
H 5.625 -4.255 2.340 0.457
N -2.839 2.304 -1.262 -0.400
C -3.457 3.504 -1.285 -0.377
C -2.756 4.331 -0.423 -0.969
C -1.710 3.574 0.106 -0.681
N -1.785 2.300 -0.382 1.720
H -3.153 1.450 -1.721 0.147
H -4.326 3.695 -1.896 0.554
H -2.962 5.362 -0.191 0.553
H -0.958 3.861 0.827 0.347
```

Output
F_max in eV/A: 7.79
HOMO energy (spin up / spin down) in Eh: -0.5936 / -0.5939
Energy relative to the best compared isomer or geometry (same formula, charge and spin) in kcal per mole: 73.0
Total charge: +3

***

(2)
A molecular structure, C34H52N3O2PPtSe, computed with ωB97M-V/def2-TZVPD.

The geometry in XYZ format:
```
94
Properties=species:S:1:pos:R:3:mulliken_charge:R:1
Pt -0.284 -0.902 -0.059 0.592
C -1.440 -0.723 -7.209 -2.191
C -0.601 -1.934 -6.801 2.265
C 0.658 -1.967 -7.678 -1.768
C -1.428 -3.202 -7.055 -1.600
C -0.202 -1.875 -5.327 -0.904
C -0.610 -0.876 -4.473 -0.880
C -0.227 -0.906 -3.134 0.402
Se -0.855 0.463 -1.966 -0.101
C -2.708 0.122 -1.713 0.047
C -3.599 0.513 -2.712 -0.696
C -4.944 0.265 -2.568 -0.910
C -5.335 -0.394 -1.393 -0.104
C -4.475 -0.783 -0.378 -0.482
C -3.093 -0.471 -0.515 1.365
O -2.242 -0.742 0.486 -1.265
C -4.986 -1.543 0.850 2.297
C -4.728 -0.731 2.127 -1.667
C -6.491 -1.819 0.779 -2.301
C -4.280 -2.903 0.920 -1.035
C -5.987 0.651 -3.617 2.189
C -6.686 -0.613 -4.137 -1.611
C -5.354 1.372 -4.808 -1.886
C -7.030 1.582 -2.986 -1.788
C 0.604 -1.871 -2.580 1.512
O 1.028 -1.839 -1.303 -1.144
C 1.006 -2.929 -3.443 -0.407
C 0.598 -2.883 -4.768 -0.036
C 1.810 -4.113 -2.900 2.202
C 2.156 -5.135 -3.986 -2.352
C 0.950 -4.833 -1.852 -1.114
C 3.134 -3.642 -2.283 -1.692
H -1.709 -0.805 -8.264 0.449
H -2.367 -0.663 -6.633 0.384
H -0.888 0.211 -7.076 0.386
H 0.384 -1.983 -8.736 0.470
H 1.278 -1.086 -7.495 0.356
H 1.265 -2.852 -7.477 0.328
H -1.744 -3.249 -8.102 0.469
H -0.853 -4.105 -6.837 0.320
H -2.321 -3.211 -6.425 0.332
H -1.234 -0.063 -4.822 0.306
H -3.213 1.010 -3.593 0.471
H -6.387 -0.615 -1.273 0.423
H -5.263 0.221 2.083 0.375
H -5.088 -1.285 2.999 0.449
H -3.667 -0.520 2.256 0.212
H -7.077 -0.896 0.797 0.412
H -6.761 -2.387 -0.114 0.437
H -6.782 -2.412 1.649 0.416
H -3.201 -2.776 0.922 -0.190
H -4.579 -3.438 1.827 0.436
H -4.552 -3.514 0.056 0.384
H -5.961 -1.294 -4.590 0.329
H -7.195 -1.149 -3.333 0.312
H -7.433 -0.352 -4.893 0.466
H -4.628 0.737 -5.323 0.201
H -6.131 1.638 -5.527 0.448
H -4.853 2.293 -4.501 0.401
H -7.574 1.088 -2.178 0.306
H -6.552 2.474 -2.574 0.364
H -7.760 1.899 -3.736 0.472
H 0.910 -3.688 -5.418 0.365
H 1.265 -5.552 -4.459 0.390
H 2.794 -4.702 -4.762 0.407
H 2.703 -5.962 -3.529 0.462
H 0.084 -5.298 -2.329 0.378
H 1.530 -5.617 -1.353 0.457
H 0.590 -4.127 -1.107 -0.128
H 3.752 -3.153 -3.041 0.383
H 2.968 -2.935 -1.471 0.215
H 3.686 -4.504 -1.897 0.457
C 2.195 -3.479 3.812 -0.925
N 1.483 -4.300 2.835 0.063
C 0.198 -4.705 3.405 -0.935
N -0.623 -3.582 3.857 0.087
C 0.149 -2.774 4.798 -0.902
N 1.433 -2.310 4.263 0.114
C 1.267 -1.323 3.193 -1.004
P 0.325 -2.055 1.786 1.530
C 1.315 -3.589 1.562 -0.876
C -1.084 -2.769 2.728 -1.025
H 3.141 -3.146 3.384 0.383
H 2.406 -4.097 4.686 0.305
H 0.396 -5.348 4.262 0.291
H -0.359 -5.275 2.660 0.358
H 0.357 -3.381 5.680 0.293
H -0.444 -1.911 5.101 0.377
H 2.247 -1.001 2.836 0.387
H 0.744 -0.442 3.566 0.397
H 2.293 -3.331 1.152 0.497
H 0.819 -4.227 0.835 0.388
H -1.686 -3.370 2.049 0.462
H -1.721 -1.957 3.086 0.485
```

Output
F_max in eV/A: 0.96
HOMO energy in Eh: -0.2720
Energy relative to the best compared isomer or geometry (same formula, charge and spin) in kcal per mole: 10.5

***

(3)
A molecular structure, C34H52O26Rb2 at a distorted geometry, computed with ωB97M-V/def2-TZVPD.

The geometry in XYZ format:
```
114
Properties=species:S:1:pos:R:3:mulliken_charge:R:1
Rb 3.948 -4.693 -0.752 0.997
Rb 3.801 -2.556 3.118 0.970
O 1.503 -3.228 -0.820 -0.648
C 1.126 -1.931 -0.432 1.214
C 0.532 -1.517 0.967 1.072
O 1.164 -1.875 2.180 -0.753
H 0.482 -1.553 -1.226 -0.198
H 2.015 -1.321 -0.597 -0.794
H -0.515 -1.813 1.026 -0.022
H 0.491 -0.429 0.994 -0.834
C -0.416 0.416 -4.476 -0.941
C -0.705 1.919 -4.689 0.651
C -0.697 2.366 -6.103 -0.401
O -2.010 2.923 -6.198 -0.350
C -2.783 2.633 -5.163 0.557
O -3.984 2.932 -5.186 -0.607
O -2.073 2.003 -4.228 -0.225
H -0.181 0.324 -3.416 -0.022
H 0.474 0.229 -5.076 0.294
H -1.075 -0.362 -4.861 0.489
H -0.073 2.616 -4.139 -0.010
H -0.579 1.597 -6.866 0.239
H -0.004 3.191 -6.268 0.361
C 4.524 2.058 0.973 -1.975
C 3.891 0.787 0.361 1.603
C 3.989 0.793 -1.172 0.108
O 4.743 -0.332 -1.438 -0.273
C 4.979 -1.044 -0.258 0.446
O 5.610 -2.117 -0.190 -0.679
O 4.503 -0.364 0.824 -0.241
H 5.557 2.091 0.625 0.489
H 4.362 2.124 2.049 0.426
H 4.028 2.955 0.600 0.398
H 2.853 0.670 0.673 -0.617
H 4.469 1.724 -1.472 0.514
H 3.014 0.737 -1.658 -0.242
C 0.874 2.316 5.736 -1.432
C 1.449 2.027 4.339 0.683
C 0.478 1.831 3.215 0.243
O 1.013 2.695 2.187 0.156
C 1.917 3.480 2.656 0.369
O 2.378 4.437 2.092 -0.576
O 2.249 3.135 3.895 -0.462
H 0.412 3.294 5.871 0.351
H 1.670 2.156 6.464 0.397
H 0.180 1.538 6.054 0.261
H 2.135 1.181 4.294 0.246
H -0.503 2.215 3.494 0.101
H 0.333 0.815 2.846 -0.347
C -2.028 4.335 -0.694 -1.952
C -0.810 3.646 -0.195 0.963
C -0.651 2.200 -0.643 1.156
O 0.605 2.223 -1.205 0.116
C 1.099 3.492 -1.277 0.402
O 2.191 3.811 -1.648 -0.644
O 0.297 4.280 -0.670 -0.436
H -2.127 5.260 -0.127 0.449
H -2.938 3.764 -0.509 0.368
H -2.006 4.713 -1.716 0.416
H -0.939 3.777 0.879 0.061
H -1.530 1.863 -1.193 0.205
H -0.626 1.674 0.311 -1.117
C 3.334 0.070 -4.764 -1.368
C 3.818 -1.336 -4.382 0.844
C 2.760 -2.304 -3.827 1.185
O 2.815 -3.437 -4.642 -0.409
C 3.530 -3.218 -5.687 0.563
O 3.576 -4.020 -6.642 -0.607
O 4.012 -1.980 -5.634 -0.436
H 2.853 0.081 -5.742 0.460
H 4.194 0.715 -4.945 0.376
H 2.688 0.530 -4.017 0.107
H 4.755 -1.489 -3.847 0.357
H 1.780 -1.828 -3.798 -0.362
H 3.040 -2.569 -2.808 -0.694
C 0.461 -2.615 6.570 -1.647
C -0.251 -1.688 5.549 1.179
C -1.385 -2.397 4.805 -0.114
O -2.519 -1.588 5.029 -0.305
C -2.249 -0.597 5.901 0.740
O -2.961 0.342 6.231 -0.578
O -0.988 -0.687 6.299 -0.457
H 1.026 -3.350 5.995 0.382
H -0.220 -3.111 7.261 0.387
H 1.157 -2.054 7.194 0.392
H 0.330 -1.004 4.930 -0.225
H -1.624 -3.385 5.197 0.282
H -1.229 -2.479 3.729 0.019
C -2.962 -1.492 -2.081 -1.184
C -2.321 -2.838 -2.327 1.206
C -2.351 -3.767 -1.093 0.242
O -3.058 -4.861 -1.503 -0.354
C -3.288 -4.802 -2.772 0.490
O -3.686 -5.700 -3.506 -0.580
O -3.004 -3.593 -3.304 -0.426
H -2.539 -1.055 -1.176 0.098
H -4.041 -1.612 -1.979 0.417
H -2.930 -0.861 -2.969 0.288
H -1.282 -2.723 -2.635 -0.352
H -2.975 -3.229 -0.379 0.005
H -1.414 -4.087 -0.637 0.166
C -6.017 -0.844 2.396 -1.659
C -4.709 -0.310 2.879 0.784
C -3.550 -0.748 2.020 -0.029
O -2.788 0.441 1.950 0.347
C -3.507 1.515 2.224 0.203
O -3.132 2.674 1.956 -0.597
O -4.755 1.112 2.577 -0.397
H -6.809 -0.340 2.949 0.390
H -6.047 -1.929 2.493 0.382
H -6.180 -0.661 1.334 0.408
H -4.567 -0.508 3.941 0.114
H -3.935 -0.979 1.026 0.018
H -2.947 -1.518 2.500 -0.023
```

Output
F_max in eV/A: 5.97
Multiplicity: 2
HOMO energy (spin up / spin down) in Eh: -0.4401 / -0.4217
Expectation value of S²: 0.76
Total charge: +1

***

(4)
A molecular structure, C34H53AsF3N5O2SScSi3, computed with ωB97M-V/def2-TZVPD.

The geometry in XYZ format:
```
103
Properties=species:S:1:pos:R:3:mulliken_charge:R:1
Sc 0.614 0.214 0.711 -1.985
O -0.264 -0.712 2.189 1.354
C -0.755 -1.892 2.527 0.320
C -1.467 -2.054 3.717 -0.917
C -1.971 -3.298 4.052 -0.521
C -1.790 -4.400 3.220 -0.939
C -1.099 -4.246 2.037 -0.797
C -0.574 -3.000 1.670 0.694
C 0.097 -2.893 0.400 -0.882
N 0.624 -1.822 -0.093 1.511
N 1.147 -2.002 -1.383 -1.110
C 1.415 -0.839 -1.885 0.214
O 1.197 0.277 -1.235 -0.121
C 1.987 -0.736 -3.245 0.488
C 2.506 -1.865 -3.875 -0.505
C 3.059 -1.759 -5.140 -0.800
C 3.090 -0.531 -5.787 -0.416
C 2.570 0.593 -5.164 -1.104
C 2.024 0.493 -3.894 0.219
H -1.595 -1.198 4.367 0.416
H -2.518 -3.412 4.980 0.454
H -2.193 -5.364 3.496 0.416
H -0.961 -5.094 1.378 0.441
H 0.150 -3.790 -0.214 0.316
H 2.475 -2.818 -3.365 0.446
H 3.465 -2.639 -5.623 0.426
H 3.521 -0.454 -6.776 0.419
H 2.592 1.552 -5.666 0.420
H 1.638 1.373 -3.397 0.434
C 0.982 4.338 -1.620 -1.781
C 1.005 3.792 -0.208 0.817
N -0.099 4.342 0.568 -0.058
C -0.540 3.865 1.746 0.124
S -0.032 2.387 2.400 -0.132
N -1.425 4.634 2.401 -0.238
C -1.984 4.349 3.718 -0.500
C -1.123 4.892 4.844 -0.972
H 1.074 5.426 -1.631 0.539
H 0.060 4.067 -2.135 0.310
H 1.823 3.940 -2.187 0.373
H 1.955 4.027 0.282 -0.067
H 0.912 2.707 -0.220 -0.294
H -0.419 5.257 0.288 0.324
H -1.561 5.571 2.053 0.230
H -2.086 3.269 3.800 0.255
H -2.990 4.771 3.738 0.465
H -0.156 4.389 4.859 0.165
H -1.610 4.727 5.805 0.385
H -0.954 5.964 4.737 0.341
F -6.032 2.594 -0.876 -0.254
C -4.899 3.214 -1.219 0.756
F -4.861 4.383 -0.555 -0.248
F -4.953 3.493 -2.523 -0.265
C -3.690 2.381 -0.870 0.459
C -3.649 1.715 0.347 -1.175
C -2.503 1.016 0.671 -0.564
N -1.442 0.954 -0.142 0.826
C -1.502 1.573 -1.325 -0.649
C -2.610 2.302 -1.729 -1.073
H -4.486 1.736 1.030 0.518
H -2.407 0.491 1.613 0.620
H -0.628 1.467 -1.954 0.809
H -2.624 2.789 -2.693 0.567
C 2.652 -2.529 3.241 -0.782
Si 3.159 -0.789 3.704 0.346
C 1.886 0.044 4.802 -0.713
C 4.799 -0.883 4.605 -1.144
As 3.217 0.534 1.717 0.868
Si 4.256 2.574 2.341 0.798
C 5.727 2.241 3.468 -1.378
C 3.066 3.728 3.228 -0.847
C 4.861 3.377 0.747 -1.217
Si 4.830 -0.427 0.249 0.337
C 6.568 -0.300 0.941 -1.057
C 4.407 -2.237 0.021 -1.003
C 4.731 0.535 -1.364 -0.483
H 3.515 -3.127 2.942 0.482
H 1.924 -2.571 2.436 -0.082
H 2.204 -3.006 4.117 0.442
H 1.724 -0.577 5.688 0.473
H 0.927 0.179 4.301 -0.075
H 2.235 1.019 5.148 0.282
H 4.667 -1.597 5.424 0.406
H 5.107 0.064 5.046 0.319
H 5.615 -1.255 3.984 0.275
H 5.473 2.491 4.500 0.420
H 6.538 2.909 3.162 0.430
H 6.119 1.228 3.457 0.290
H 2.362 3.220 3.886 -0.010
H 2.477 4.323 2.528 0.181
H 3.671 4.410 3.833 0.538
H 4.163 3.291 -0.087 0.156
H 5.808 2.943 0.423 0.342
H 5.041 4.439 0.937 0.531
H 6.703 -0.814 1.892 0.275
H 6.920 0.726 1.049 0.265
H 7.224 -0.789 0.213 0.391
H 4.677 -2.813 0.908 0.286
H 5.009 -2.617 -0.809 0.446
H 3.362 -2.432 -0.215 0.128
H 5.459 1.348 -1.362 0.505
H 3.745 0.954 -1.563 -0.351
H 4.978 -0.127 -2.197 0.427
```

Output
F_max in eV/A: 0.66
HOMO energy in Eh: -0.3785
Total charge: +1

***

For each record above, in turn, the calculated calculated total energy values are -3151.58656, -4503.63970, -3330.90244, -6314.57947 a.u..